Entry 1:
Computed, not measured: a molecular structure, C26H78B5N2O6Zr, with ωB97M-V/def2-TZVPD.

```
118
C26H78B5N2O6Zr ωB97M-V/def2-TZVPD
Zr 17.1340 -19.6799 21.4592
B 19.3989 -20.3895 21.3425
H 18.5892 -21.0187 21.6782
H 20.1236 -20.2586 22.1312
H 19.8080 -20.8508 20.4570
H 19.0323 -19.4135 21.0647
B 18.0470 -18.3851 23.2301
H 18.8856 -17.9671 22.6950
H 17.1464 -18.1704 22.6762
H 18.2709 -19.4399 23.1894
H 18.0398 -17.9402 24.2131
B 16.5617 -21.3849 20.1480
H 16.2308 -22.1396 19.4514
H 17.3562 -20.7960 19.7166
H 15.7186 -20.7415 20.3466
H 16.8163 -21.8054 21.1085
B 17.1673 -18.3323 19.6618
H 17.3116 -17.9018 20.6407
H 17.2101 -17.5261 18.9460
H 18.0006 -18.9917 19.4749
H 16.1900 -18.7858 19.6021
B 14.7863 -18.2500 22.1444
H 13.8031 -18.6809 22.2533
H 15.2165 -18.4439 23.1147
H 15.3588 -18.7634 21.3876
H 14.8191 -17.1993 21.9012
C 10.8359 -18.0358 13.5267
O 11.8018 -18.8462 14.2048
C 11.3892 -19.1180 15.5799
C 12.5556 -19.8486 16.2185
O 13.6157 -18.9222 16.5581
C 14.3906 -19.3026 17.6529
H 10.5689 -17.2224 14.2014
H 10.0598 -18.7966 13.4428
H 11.1718 -17.7981 12.5174
H 10.4024 -19.5798 15.5487
H 11.3778 -18.1504 16.0816
H 13.1052 -20.5638 15.6066
H 12.1061 -20.4265 17.0260
H 14.8892 -20.2718 17.6529
H 13.8981 -19.0050 18.5787
H 15.2254 -18.6019 17.6707
C 21.4767 -14.9536 23.4515
O 22.4830 -15.8667 22.9261
C 22.8611 -15.3862 21.6534
C 21.9068 -15.8042 20.5956
O 21.8483 -17.2062 20.5125
C 20.7491 -17.6227 19.5854
H 21.6966 -13.8876 23.3946
H 21.3138 -15.1140 24.5172
H 20.5328 -15.0918 22.9241
H 23.8970 -15.6660 21.4621
H 23.0278 -14.3091 21.6672
H 22.2280 -15.3158 19.6756
H 20.9193 -15.3837 20.7856
H 20.6741 -18.7070 19.6671
H 21.1372 -17.3567 18.6022
H 19.7195 -17.2733 19.6626
C 18.8216 -19.4450 12.6015
C 19.5506 -20.3505 13.6130
C 20.4639 -19.2797 14.3477
C 20.9151 -19.6709 15.7069
C 19.6855 -19.9130 16.6024
C 18.7092 -20.9520 16.0140
N 18.5326 -20.8888 14.4715
O 17.7046 -21.8562 13.9841
C 19.1862 -22.3580 16.3342
C 17.3591 -20.5928 16.6445
C 20.3335 -21.3370 12.7898
H 19.4804 -18.7664 12.0597
H 18.0491 -18.8191 13.0482
H 18.2605 -20.0870 11.9224
H 21.2465 -18.8576 13.7172
H 19.9057 -18.3630 14.5382
H 21.4410 -18.8142 16.1284
H 21.6288 -20.4928 15.6514
H 19.2118 -18.9883 16.9323
H 20.1048 -20.3882 17.4893
H 20.2438 -22.4570 16.0895
H 19.0013 -22.6447 17.3695
H 18.7144 -23.1877 15.8079
H 16.6147 -21.3851 16.5652
H 17.3292 -20.3199 17.6994
H 16.8536 -19.7607 16.1544
H 20.8291 -22.0598 13.4379
H 21.1312 -21.0245 12.1159
H 19.7015 -22.0161 12.2175
H 16.9735 -21.3464 13.6272
C 17.6699 -12.9378 17.6690
C 19.0721 -13.5682 17.6858
C 18.9366 -14.9833 17.1976
C 18.7136 -15.0986 15.7803
C 19.8226 -14.4159 14.9300
C 20.0438 -12.9080 15.3373
N 20.0388 -12.8329 16.8020
O 20.2971 -11.5550 17.3051
C 21.4828 -12.4940 14.8398
C 18.9433 -12.0783 14.6664
C 19.6565 -13.6250 19.1153
H 17.5057 -12.4064 18.6064
H 16.9771 -13.7684 17.5337
H 17.4225 -12.2578 16.8539
H 19.7984 -15.5697 17.5165
H 18.1235 -15.5258 17.6798
H 17.6661 -14.8556 15.6019
H 18.8517 -16.1466 15.5142
H 19.5361 -14.4399 13.8786
H 20.7719 -14.9515 14.9407
H 21.6180 -12.6161 13.7651
H 21.8087 -11.4691 15.0172
H 22.2371 -13.0371 15.4092
H 19.1327 -11.8495 13.6176
H 17.9827 -12.5811 14.7782
H 18.8634 -11.0848 15.1076
H 20.6975 -13.9482 19.1241
H 19.0091 -14.3599 19.5937
H 19.6652 -12.5985 19.4817
H 21.1199 -11.6628 17.7878
```

Calculated values
Frontier orbital gap in eV: 8.17
Charge: -1
E_HOMO in hartree: -0.2210


Entry 2:
Computed, not measured: a molecular structure, C5H10N, with ωB97M-V/def2-TZVPD.

```
16
C5H10N ωB97M-V/def2-TZVPD
C 0.3406 1.1649 -0.7112
C 1.3028 0.4650 -0.2145
C -0.6243 0.1355 -0.3707
C 2.3309 -0.3091 0.4634
C -1.2881 -1.0088 -1.0702
N -1.3567 0.6561 0.8818
H 0.3128 2.1626 -1.0270
H 3.2567 0.0312 0.2136
H 2.1116 -1.3145 0.4809
H 2.4112 -0.1473 1.4814
H -2.2071 -0.7865 -1.4342
H -1.3827 -1.8017 -0.4217
H -0.5894 -1.5330 -1.8523
H -1.2655 0.0555 1.7733
H -2.3283 0.6754 0.6551
H -1.0245 1.5546 1.1523
```

Calculated values
Frontier orbital gap in eV: 9.17
Charge: +1
E_HOMO in hartree: -0.4677
Relative energy (zero: lowest compared OMol25 entry of this formula, charge and spin) in kcal/mol: 96.9


Entry 3:
Computed, not measured: a gas-phase ion, C4H6BrN2 (charge +1), with ωB97M-V/def2-TZVPD.

```
13
C4H6BrN2 ωB97M-V/def2-TZVPD
C -0.6315 -0.7128 0.9355
C -0.1450 0.4610 1.3307
C 0.6960 0.8827 -0.9447
C -0.4785 -1.2817 -0.4318
N 0.8059 1.1940 0.5950
N 0.1384 -0.2344 -1.2947
Br 1.4752 2.6907 1.2427
H -1.3434 -1.2906 1.4136
H -0.5049 0.7699 2.2971
H 1.2630 1.6312 -1.4239
H 0.0427 -2.1657 -0.4109
H -1.5218 -1.4150 -1.0220
H 0.2040 -0.5294 -2.2865
```

Calculated values
Frontier orbital gap (alpha / beta) in eV: 8.22 / 8.22
SMILES: BrN1C=CC[NH+]=C1
Charge: +1
E_HOMO (alpha / beta) in hartree: -0.4807 / -0.4807
Relative energy (zero: lowest compared OMol25 entry of this formula, charge and spin) in kcal/mol: 66.9


no.,maximum force (Eh/bohr),E (Eh)
1,0.0911,-1769.0534
2,0.0919,-250.8509
3,0.1369,-2839.1794